[1]
A molecular structure, C32H46FN9O3Sr, computed with ωB97M-V with the def2-TZVPD basis set.

Output
* net charge: +2
* gap between HOMO and LUMO: 6.8 eV
* highest occupied orbital energy: -11.29 eV

```
92
C32H46FN9O3Sr (ωB97M-V with the def2-TZVPD basis set)
Sr -1.199 1.343 0.135
F 3.149 -3.137 -4.138
O 0.441 -0.409 -0.939
O -1.536 -0.711 1.516
O 0.187 0.566 2.049
N 5.805 -7.133 -4.121
N -0.935 3.889 0.400
N 1.274 3.895 1.053
N -0.207 5.224 2.229
N -3.434 2.632 -0.015
N 4.323 -5.227 -2.655
N 2.002 -3.511 1.229
N -5.407 2.626 1.311
N -4.810 0.782 0.052
C -4.161 0.222 -1.112
C 2.090 -2.262 -2.238
C -3.320 4.038 -0.121
C -0.309 -0.537 1.714
C 2.898 -3.196 -2.814
C -1.983 6.043 -0.098
C -1.485 5.321 2.904
C 0.624 -1.556 1.117
C 3.464 -4.248 -2.074
C 2.483 -4.624 2.059
C 3.671 -6.450 -3.093
C 6.423 -5.827 -3.688
C 4.697 -7.565 -3.195
C 5.325 -4.784 -3.609
C -5.008 3.658 2.247
C -6.839 2.387 1.232
C 1.782 -2.362 -0.874
C -3.077 6.803 -0.473
C -5.230 -0.219 1.026
C 1.676 3.260 -0.184
C 2.307 -3.420 -0.112
C 1.173 -2.596 1.789
C 0.907 -1.361 -0.272
C -4.297 6.185 -0.694
C -0.005 4.351 1.207
C 3.159 -4.351 -0.735
C -4.524 2.068 0.444
C -4.406 4.816 -0.529
C 2.100 3.539 2.200
C -2.079 4.662 0.092
C 0.764 6.247 2.583
C 1.666 -5.889 1.862
H 5.164 -7.760 -2.231
H 4.271 -8.483 -3.596
H -2.094 6.148 2.531
H 6.520 -7.861 -4.168
H -4.824 -0.516 -1.565
H 6.884 -6.009 -2.718
H 7.185 -5.569 -4.421
H 1.664 -1.455 -2.818
H 2.917 -6.747 -2.365
H -7.353 3.338 1.070
H 3.542 -4.777 1.853
H 2.165 2.450 2.280
H -1.020 6.522 0.028
H -5.503 3.468 3.201
H 4.920 -4.612 -4.616
H -7.064 1.722 0.403
H -3.948 1.001 -1.840
H -3.237 -0.323 -0.858
H -5.275 4.660 1.901
H 5.759 -3.842 -3.275
H -5.912 -0.926 0.554
H 1.115 3.672 -1.018
H 2.739 3.445 -0.346
H 5.431 -7.026 -5.068
H -5.157 6.758 -1.013
H -7.219 1.949 2.158
H 1.551 2.167 -0.153
H -1.302 5.468 3.970
H -2.034 4.392 2.773
H 2.051 -6.688 2.495
H -3.933 3.618 2.398
H 2.427 -4.287 3.093
H 0.623 -5.719 2.128
H 3.104 3.951 2.089
H 3.157 -6.325 -4.060
H 3.612 -5.156 -0.176
H 1.613 6.208 1.907
H -4.361 -0.766 1.407
H 1.662 3.919 3.116
H -2.967 7.869 -0.615
H 0.971 -2.753 2.841
H 0.295 7.231 2.499
H 1.117 6.124 3.609
H -5.348 4.324 -0.739
H -5.741 0.244 1.863
H 1.697 -6.230 0.827
```

[2]
3 unconnected molecules or ions with the total composition C22H47BrN5O3 at a distorted geometry, computed with ωB97M-V with the def2-TZVPD basis set.

Output
* net charge: +1
* spin multiplicity: 3
* gap between HOMO and LUMO (alpha / beta): 6.4 / 7.1 eV
* <S²>: 2.01
* highest occupied orbital energy (alpha / beta): -10.71 / -11.41 eV

```
78
C22H47BrN5O3 (ωB97M-V with the def2-TZVPD basis set)
Br -0.561 1.877 -5.502
O -1.377 1.248 1.975
O 1.531 -3.753 -1.749
O 1.825 1.971 -2.488
N -0.906 2.203 -1.847
N -2.186 1.854 2.830
N 2.853 -3.747 -1.757
N 1.143 3.112 -2.746
N -0.738 4.494 -2.706
C 3.720 -1.241 -0.473
C 2.566 -2.558 -3.944
C -3.700 -0.236 4.254
C -1.793 1.281 -4.042
C -2.255 0.079 4.635
C 3.314 -3.789 -0.342
C -1.044 1.012 -2.708
C 3.290 -2.592 -2.584
C -3.058 2.208 -3.905
C -3.967 0.091 2.788
C -4.586 2.497 3.107
C 4.778 -2.724 -2.977
C -3.585 1.534 2.433
C 3.082 -1.257 -1.858
C 2.508 -4.795 0.505
C -0.117 3.219 -2.439
C -3.811 1.773 0.933
C -1.763 1.475 4.206
C 3.242 -2.423 0.366
C 4.754 -4.343 -0.296
C -0.230 1.500 4.374
C -2.257 2.546 5.201
H 5.472 -2.434 -2.192
H -1.996 3.548 4.848
H 3.460 -0.308 0.036
H 5.038 -4.594 0.728
H 5.510 -3.647 -0.650
H 1.938 1.523 -3.348
H 0.257 0.687 3.833
H 2.010 -1.046 -1.758
H -3.144 1.184 0.302
H -4.222 3.527 3.076
H 3.498 -0.438 -2.456
H -3.327 2.518 5.389
H -1.002 4.560 -3.688
H -1.665 0.281 -2.135
H 2.466 -5.774 0.025
H 2.880 -1.683 -4.516
H -0.075 0.483 -2.898
H -4.829 1.502 0.648
H -3.421 2.306 -2.863
H 5.012 -3.745 -3.283
H -4.390 0.307 4.906
H -3.897 -1.296 4.430
H 2.970 -4.922 1.485
H 3.816 -2.459 1.294
H 2.810 -3.445 -4.533
H 2.205 -2.224 0.658
H -3.669 2.829 0.686
H 0.192 2.445 4.028
H 4.811 -1.245 -0.547
H -3.881 1.716 -4.477
H -5.545 2.481 2.586
H 1.481 -2.500 -3.852
H 1.662 3.875 -3.185
H -1.782 2.418 6.174
H -0.599 1.977 -0.899
H 5.011 -2.074 -3.824
H -2.136 -0.037 5.714
H -1.617 -0.684 4.176
H 0.039 1.378 5.424
H 4.831 -5.263 -0.882
H -2.172 0.294 -4.389
H -2.896 3.188 -4.399
H 1.487 -4.456 0.686
H -3.409 -0.612 2.160
H -4.816 2.247 4.140
H -0.015 5.177 -2.468
H -5.024 -0.080 2.566
```

[3]
A single C25H32N4O2 molecule, computed with ωB97M-V with the def2-TZVPD basis set.

Output
* relative energy (zero: lowest compared OMol25 entry of this formula, charge and spin): 0.096 eV
* gap between HOMO and LUMO: 8.5 eV
* highest occupied orbital energy: -8.24 eV

```
63
C25H32N4O2 (ωB97M-V with the def2-TZVPD basis set)
O -1.142 -3.136 -0.857
O 3.924 -1.130 -0.613
N 3.114 -0.050 1.184
N -1.785 -1.894 -2.635
N 0.203 2.312 -1.680
N 0.466 -2.073 -2.035
C -0.105 -0.029 2.907
C 0.934 -1.193 -3.082
C 0.713 -1.312 0.949
C 2.984 -0.944 0.144
C -1.030 3.062 -1.547
C 2.387 1.250 3.089
C -3.548 -0.692 -1.463
C 2.146 0.287 2.094
C -0.838 -2.392 -1.775
C -0.054 0.922 -2.021
C -4.444 1.540 -1.375
C -3.449 0.577 0.581
C -3.186 -0.583 -0.125
C -4.080 1.641 -0.043
C 1.181 0.251 -2.623
C 1.683 -1.595 0.051
C -4.173 0.382 -2.082
C 3.737 1.909 3.145
C 1.462 -2.555 -1.089
C 1.555 2.581 5.066
C 1.005 2.445 -0.481
C 1.368 1.561 3.981
C 0.900 -0.358 1.993
C -3.183 -1.933 -2.237
C 0.131 0.913 3.877
H -0.855 0.923 -2.768
H 1.991 0.243 -1.896
H 3.943 2.436 2.213
H -4.457 0.308 -3.123
H -1.671 2.687 -0.735
H 1.197 3.502 -0.302
H -3.794 -2.025 -3.139
H 4.020 0.395 1.253
H 0.508 2.022 0.408
H -0.409 0.351 -1.143
H -0.650 1.165 4.579
H 1.798 3.556 4.645
H 1.959 1.943 -0.619
H 4.519 1.165 3.302
H -1.540 -1.094 -3.196
H 1.097 -3.509 -0.697
H -0.238 -1.819 0.879
H -3.162 0.655 1.620
H 2.361 2.288 5.738
H -1.061 -0.525 2.837
H -4.290 2.546 0.509
H -1.588 3.010 -2.481
H 0.645 2.681 5.650
H 1.886 -1.596 -3.444
H -4.937 2.368 -1.864
H -0.787 4.105 -1.348
H -3.306 -2.824 -1.618
H 1.513 0.838 -3.480
H 0.238 -1.217 -3.923
H 3.794 2.628 3.954
H 2.408 -2.706 -1.613
H -2.700 -1.420 0.354
```

[4]
A molecular structure, C18H54O9S9 at a distorted geometry, computed with ωB97M-V with the def2-TZVPD basis set.

Output
* relative energy (zero: lowest compared OMol25 entry of this formula, charge and spin): 42.132 eV
* gap between HOMO and LUMO: 6.6 eV
* highest occupied orbital energy: -7.32 eV

```
90
C18H54O9S9 (ωB97M-V with the def2-TZVPD basis set)
S 34.844 8.971 26.116
S 40.763 4.127 22.830
S 39.446 10.536 25.579
S 32.231 6.461 27.141
S 37.724 6.543 22.802
S 39.812 4.021 25.016
S 37.797 6.075 26.317
S 40.558 6.245 28.606
S 41.839 6.310 25.975
O 40.966 5.923 30.067
O 38.325 3.932 25.266
O 31.257 7.477 26.582
O 34.276 8.562 24.730
O 40.513 6.924 26.232
O 37.979 7.314 27.179
O 36.463 5.758 23.308
O 40.415 4.840 21.499
O 40.115 11.324 24.430
C 38.931 5.302 22.183
C 39.330 8.844 24.929
C 39.064 5.227 28.383
C 40.772 10.026 26.785
C 39.755 7.964 28.606
C 38.984 6.345 24.920
C 42.519 3.556 22.573
C 42.742 6.151 27.599
C 40.420 4.330 26.811
C 37.103 7.262 21.234
C 41.046 5.583 23.956
C 40.484 2.350 25.125
C 36.245 6.508 25.308
C 33.679 6.897 26.118
C 36.704 9.025 26.165
C 34.580 10.783 26.205
C 42.831 7.637 25.421
C 31.816 4.914 26.297
H 40.129 5.362 27.005
H 36.200 7.823 21.473
H 37.093 8.008 26.203
H 34.436 6.143 26.336
H 38.803 8.163 25.596
H 34.117 7.837 26.451
H 35.142 11.424 25.526
H 38.798 8.799 23.979
H 31.048 4.390 26.865
H 41.196 10.795 27.430
H 43.120 4.438 22.352
H 33.536 11.029 26.013
H 35.402 6.905 25.875
H 40.097 5.960 24.337
H 34.973 10.938 27.210
H 40.226 8.250 24.746
H 41.573 2.333 25.079
H 42.254 5.382 28.198
H 42.527 7.924 24.414
H 38.887 8.114 29.247
H 41.681 6.383 23.576
H 39.633 5.784 21.503
H 38.988 5.387 24.400
H 42.650 8.536 26.010
H 39.431 4.834 23.032
H 37.742 8.035 20.806
H 31.443 5.134 25.297
H 39.247 4.155 28.307
H 40.298 9.231 27.361
H 38.680 5.526 27.407
H 41.473 5.231 24.896
H 38.447 5.438 29.256
H 43.818 6.077 27.440
H 33.523 6.895 25.039
H 36.799 6.497 20.519
H 39.983 6.445 25.343
H 39.792 3.724 27.464
H 36.509 7.282 24.587
H 32.750 4.354 26.353
H 41.670 9.690 26.267
H 38.652 7.126 24.235
H 40.238 1.829 26.050
H 35.905 5.647 24.732
H 37.116 9.578 27.009
H 42.841 2.932 23.407
H 42.499 2.955 21.664
H 40.478 8.686 28.987
H 42.574 7.085 28.135
H 43.905 7.452 25.444
H 38.397 4.515 21.651
H 41.467 4.094 27.003
H 40.111 1.756 24.290
H 37.173 9.508 25.308
H 39.531 8.224 27.572
```

[5]
A single C5H5N3 molecule at a distorted geometry, computed with ωB97M-V with the def2-TZVPD basis set.

Output
* relative energy (zero: lowest compared OMol25 entry of this formula, charge and spin): 3.231 eV
* gap between HOMO and LUMO: 9.1 eV
* highest occupied orbital energy: -9.56 eV

```
13
C5H5N3 (ωB97M-V with the def2-TZVPD basis set)
N 1.604 0.039 0.678
N 1.701 -1.138 1.318
N -0.378 -2.008 0.653
C 0.671 -2.052 1.382
C -0.607 -0.797 -0.077
C 0.081 1.614 -0.399
C -0.880 1.674 -1.401
C 0.354 0.169 0.085
H -1.529 0.875 -1.462
H -1.316 2.566 -2.118
H 0.775 2.521 -0.069
H -1.492 -0.551 -0.690
H 1.015 -2.914 2.102
```

[6]
2 unconnected molecules or ions with the total composition CF4OS at a distorted geometry, computed with ωB97M-V with the def2-TZVPD basis set.

Output
* relative energy (zero: lowest compared OMol25 entry of this formula, charge and spin): 1.417 eV
* gap between HOMO and LUMO: 11.2 eV
* highest occupied orbital energy: -11.06 eV

```
7
CF4OS (ωB97M-V with the def2-TZVPD basis set)
S 2.193 -0.022 -2.125
F 3.131 0.700 -0.972
F -3.286 -0.410 1.648
F -1.349 -1.268 1.873
F 0.996 -0.409 -1.002
O 1.672 0.959 -3.018
C -2.028 -0.287 1.328
```

[7]
A molecular structure, C4H7NO3 at a distorted geometry, computed with ωB97M-V with the def2-TZVPD basis set.

Output
* relative energy (zero: lowest compared OMol25 entry of this formula, charge and spin): 6.982 eV
* gap between HOMO and LUMO: 11.2 eV
* highest occupied orbital energy: -11.12 eV

```
15
C4H7NO3 (ωB97M-V with the def2-TZVPD basis set)
O -0.125 -1.513 0.155
O -2.495 -0.302 -0.919
O -2.823 0.579 1.015
N -2.184 -0.029 0.205
C 0.317 0.413 -1.372
C -0.857 -0.411 0.679
C 1.725 0.058 0.730
C 0.418 -0.214 -0.079
H 1.556 0.988 1.287
H -0.839 -0.315 2.090
H -0.743 0.544 -1.611
H 0.992 1.372 -1.550
H 0.648 -0.348 -2.079
H 1.877 -0.697 1.398
H 2.532 -0.124 0.052
```

[8]
6 unconnected molecules or ions with the total composition C29H42F15N2O11 at a distorted geometry, computed with ωB97M-V with the def2-TZVPD basis set.

Output
* net charge: +1
* gap between HOMO and LUMO: 10.1 eV
* highest occupied orbital energy: -12.93 eV

```
99
C29H42F15N2O11 (ωB97M-V with the def2-TZVPD basis set)
F 7.209 -3.429 9.267
F -0.849 6.533 -1.132
F 1.274 6.962 -1.109
F 7.294 -5.374 8.323
F 3.787 1.614 -0.525
F 5.507 -4.763 9.387
F -4.857 -8.268 -7.639
F 3.857 -0.065 0.845
F -4.423 -9.140 -5.708
F -2.961 -7.864 -6.674
F -1.700 5.049 1.944
F 4.694 1.844 1.428
F 0.171 6.841 0.752
F -3.407 3.726 2.072
F -1.626 3.100 1.004
O 2.277 3.028 1.566
O -0.967 9.302 -1.382
O -3.446 3.775 -0.872
O 0.572 9.465 0.273
O 5.478 -4.706 6.444
O -3.104 5.938 -0.290
O 5.807 -2.541 7.034
O 1.362 0.956 1.540
O -5.547 -5.932 -6.293
O -4.533 -6.761 -4.443
O -4.043 -2.440 -1.033
N 2.151 -1.896 -3.273
N 1.066 -3.080 -0.673
C 5.935 -3.955 4.183
C 1.163 -1.122 -2.440
C 2.302 1.695 1.346
C 1.037 3.564 2.059
C -2.993 4.517 -3.140
C 0.428 10.894 0.261
C 1.856 -3.394 0.583
C 4.874 -4.274 5.218
C -3.010 4.759 -0.047
C 1.248 -1.596 -0.890
C 0.095 7.286 -0.525
C -0.349 -3.519 -0.371
C -0.776 11.316 1.081
C 6.481 -4.317 8.558
C 0.938 3.382 3.562
C -4.288 -8.011 -6.443
C -4.995 -5.630 -3.689
C -4.885 -6.787 -5.753
C 5.907 -3.722 7.275
C -1.515 -2.684 -1.104
C 3.655 1.272 0.779
C 2.414 -3.604 1.770
C -4.054 4.207 -2.101
C 1.610 -3.320 -3.242
C -2.955 -3.382 -0.734
C 1.740 -3.937 -1.756
C -2.436 4.164 1.237
C -0.194 8.782 -0.612
C -6.425 -5.844 -3.231
H 2.343 -1.360 -0.550
H -0.481 -4.635 -0.662
H -6.752 -5.022 -2.590
H 6.556 -3.113 4.501
H -0.841 12.405 1.140
H 1.428 0.009 -2.452
H -2.960 -3.735 0.366
H 0.372 11.273 -0.764
H 1.811 3.815 4.059
H 6.605 -4.808 4.043
H 4.253 -5.101 4.863
H -6.515 -6.783 -2.679
H -4.889 -4.706 -4.265
H -2.328 3.660 -3.279
H -1.703 10.937 0.643
H 0.524 -3.311 -3.630
H -1.460 -2.701 -2.261
H -1.551 -1.589 -0.699
H 4.207 -3.422 5.389
H -7.105 -5.909 -4.084
H -4.715 5.062 -1.931
H -4.341 -5.544 -2.817
H -4.679 3.381 -2.450
H -3.453 4.768 -4.098
H -0.712 10.909 2.094
H 2.871 -3.917 -1.484
H 1.035 4.631 1.819
H 0.095 -1.278 -2.885
H 0.036 3.859 3.950
H -3.065 -4.339 -1.398
H 0.184 3.117 1.542
H 3.067 -1.847 -2.773
H 5.477 -3.703 3.223
H 0.583 -0.956 -0.177
H -0.574 -3.468 0.773
H 3.078 -3.379 2.696
H 0.913 2.323 3.829
H 1.337 11.307 0.706
H -2.369 5.357 -2.826
H -3.782 -1.866 -1.802
H 2.271 -3.908 -3.991
H 1.375 -5.026 -1.755
```

[9]
A molecular structure, C9H15MgO6P at a distorted geometry, computed with ωB97M-V with the def2-TZVPD basis set.

Output
* net charge: +2
* gap between HOMO and LUMO: 8.5 eV
* highest occupied orbital energy: -17.24 eV

```
32
C9H15MgO6P (ωB97M-V with the def2-TZVPD basis set)
P 0.257 -0.424 -0.442
Mg 1.118 1.995 -0.192
O 1.626 -1.400 -0.387
O -0.753 -0.970 0.814
O -0.441 -1.214 -1.707
O -2.443 2.431 -3.950
O 2.854 1.869 -3.246
O 0.809 5.296 0.853
C 0.829 4.253 0.349
C 2.712 -0.882 0.497
C -1.884 -0.852 -1.938
C -2.751 -2.108 -1.724
C 2.168 2.035 -2.330
C 2.745 0.604 0.903
C -0.371 -1.117 2.226
C -1.578 2.657 -3.227
C -1.502 -0.607 3.116
H 3.680 -1.122 0.046
H 3.566 0.708 1.631
H -2.407 -2.961 -2.316
H 1.834 0.956 1.460
H -1.829 0.412 2.867
H 0.556 -0.500 2.409
H -2.234 -0.054 -1.199
H -0.147 -2.173 2.432
H 3.033 1.300 0.059
H -2.367 -1.297 3.045
H 2.611 -1.489 1.414
H -3.788 -1.873 -2.004
H -1.972 -0.465 -2.976
H -2.746 -2.365 -0.656
H -1.185 -0.643 4.175
```

no.,calculated total energy (eV)
1,-57028.6982
2,-107199.6013
3,-36501.9152
4,-135436.7669
5,-9732.2583
6,-24786.9464
7,-11888.2959
8,-97007.4777
9,-36578.0691